Entry from the Open Molecules 2025 dataset: C4H6HgLiO as an isolated structure (the ωB97M-V functional and the def2-TZVPD basis).

As for the charge: +1. The molecular weight comes out at 277.6 g mol⁻¹. The value obtained for the energy relative to the best compared isomer or geometry (same formula, charge and spin) is 169.7 kJ/mol. Its spin multiplicity is 3. The value obtained for the frontier orbital gap (alpha / beta) is 6.95 / 6.58 eV. Its HOMO energy (alpha / beta) is -11.588 / -11.926 eV.

Geometry as XYZ:
```
13
Properties=species:S:1:pos:R:3:nbo_charge:R:1
O -1.01945 -0.42308 1.49834 -1.000
C -0.43724 -1.60262 1.65831 0.125
C 0.73428 -1.96379 1.08688 -0.558
Li -2.40244 0.92067 2.69845 0.992
Hg -0.87892 -0.13145 -0.58698 0.773
H -0.97249 -2.32992 2.28805 0.176
H 1.33283 -1.34156 0.41305 0.189
H 1.17619 -2.93161 1.32218 0.235
C 1.12027 1.60652 -1.57799 -0.100
C 0.09619 2.22052 -2.13099 -0.515
H 1.95415 0.98459 -1.90779 0.208
H -0.10792 2.14578 -3.21022 0.248
H -0.59545 2.84594 -1.55129 0.228
```